C9H9N2O4 | ωB97M-V with the def2-TZVPD basis set

```
24
C9H9N2O4, DFT ωB97M-V with the def2-TZVPD basis set
C -1.70 -1.74 1.19
C -1.49 -0.55 1.98
C -1.34 -1.90 -0.10
C -1.00 0.58 1.54
C 1.55 1.28 -0.08
C 1.02 -1.69 -0.78
C -0.53 -1.03 -0.93
C -0.53 0.43 -0.64
C 2.85 1.87 -0.48
N 0.61 1.14 -0.90
N -1.74 1.14 -0.83
O 1.28 -2.48 -1.67
O -2.79 0.52 -0.99
O 1.65 -1.30 0.19
O -1.70 2.38 -0.79
H -2.21 -2.55 1.69
H -1.78 -0.63 3.03
H -1.56 -2.86 -0.56
H -0.81 1.57 1.89
H 1.45 0.96 0.96
H -0.76 -1.18 -1.99
H 3.61 1.11 -0.38
H 2.81 2.22 -1.51
H 3.10 2.70 0.18
```

Computed properties:
* E_LUMO: 3.173 eV
* net charge: -1
* energy relative to the best compared isomer or geometry (same formula, charge and spin): 269.8 kJ/mol
* Kohn-Sham gap: 7.5 eV
* HOMO level: -4.3687 eV

C10H26N2O7PSn | ωB97M-V with the def2-TZVPD basis set

```
47
C10H26N2O7PSn, DFT ωB97M-V with the def2-TZVPD basis set
Sn -0.29 -1.74 -0.65
P 0.45 -1.32 -3.72
O -0.02 -0.42 -2.44
O -0.75 -1.39 -4.68
O 0.67 -2.66 -2.94
O 1.68 -0.76 -4.45
C 0.97 -6.28 3.54
O 0.18 -5.64 2.57
C 0.90 -4.88 1.61
C 1.31 -3.51 2.11
N 0.06 -2.78 2.32
C 0.35 -1.47 2.87
C -0.95 -0.63 2.90
O -1.38 -0.19 1.63
C -2.64 0.52 1.73
H 1.71 -7.03 3.24
H 0.38 -6.66 4.37
H 1.61 -5.55 4.05
H 0.30 -4.74 0.71
H 1.69 -5.50 1.18
H 1.93 -3.09 1.30
H 1.88 -3.57 3.04
H -0.51 -3.37 2.92
H 1.26 -0.95 2.60
H 0.48 -1.48 3.96
H -0.80 0.30 3.47
H -1.73 -1.18 3.43
H -2.67 1.21 2.57
H -3.38 -0.27 1.91
H -3.02 1.05 0.86
C 0.16 6.51 -2.88
C 0.74 5.08 -2.85
C -0.25 4.16 -2.13
O 0.38 2.90 -1.82
C -0.45 2.04 -1.07
N 0.86 4.74 -4.27
H 0.60 7.12 -3.67
H 0.26 7.00 -1.91
H -0.89 6.47 -3.19
H 1.76 5.14 -2.45
H -1.14 3.90 -2.71
H -0.44 4.64 -1.17
H -1.41 1.79 -1.53
H -0.57 2.24 0.00
H 0.15 1.13 -1.03
H 0.26 5.28 -4.89
H 0.35 3.87 -4.42
```

Computed properties:
* E_LUMO: 1.579 eV
* net charge: -1
* energy relative to the best compared isomer or geometry (same formula, charge and spin): 0.0 kJ/mol
* Kohn-Sham gap: 4.4 eV
* HOMO level: -2.8307 eV

C41H36AsN2OPPtS2 | ωB97M-V with the def2-TZVPD basis set

```
85
C41H36AsN2OPPtS2, DFT ωB97M-V with the def2-TZVPD basis set
Pt 0.77 -0.21 1.99
C 0.15 1.77 4.80
C 1.03 0.60 5.07
C 1.58 0.53 6.38
C 2.33 -0.53 6.75
C 2.57 -1.57 5.83
C 3.30 -2.72 6.19
C 3.50 -3.71 5.26
C 2.98 -3.57 3.96
C 2.27 -2.45 3.59
S 1.68 -2.30 1.96
C 2.03 -1.43 4.53
N 1.26 -0.33 4.16
H -0.10 2.28 5.73
H -0.76 1.46 4.30
H 0.65 2.48 4.14
H 1.36 1.33 7.07
H 2.74 -0.60 7.75
H 3.70 -2.80 7.19
H 4.05 -4.60 5.52
H 3.15 -4.35 3.23
O 2.46 1.76 2.02
N 1.97 2.93 1.76
C 2.83 3.97 1.64
C 2.41 5.25 1.37
C 1.04 5.48 1.22
C 0.17 4.42 1.34
C 0.63 3.12 1.62
S -0.50 1.80 1.77
H 3.86 3.69 1.77
H 3.13 6.04 1.28
H 0.66 6.47 1.00
H -0.89 4.55 1.24
C -0.80 0.28 -1.38
C -1.92 1.26 -1.07
As -2.80 2.10 -2.63
C -1.27 2.31 -3.82
C -1.34 2.00 -5.18
C -0.24 2.22 -6.00
C 0.93 2.76 -5.49
C 1.00 3.10 -4.14
C -0.10 2.88 -3.32
C -3.60 0.47 -3.35
C -2.89 -0.57 -3.95
C -3.55 -1.71 -4.39
C -4.93 -1.83 -4.23
C -5.64 -0.80 -3.64
C -4.98 0.34 -3.20
P 0.02 -0.69 -0.04
C -1.22 -2.01 0.25
C -2.39 -1.63 0.92
C -3.42 -2.53 1.10
C -3.29 -3.84 0.64
C -2.12 -4.24 0.03
C -1.09 -3.32 -0.18
C 1.34 -1.39 -1.11
C 2.66 -1.02 -0.86
C 3.66 -1.38 -1.75
C 3.36 -2.10 -2.89
C 2.04 -2.47 -3.15
C 1.04 -2.10 -2.27
H 0.01 0.77 -1.92
H -1.18 -0.53 -2.00
H -1.59 2.06 -0.41
H -2.75 0.76 -0.57
H -2.24 1.58 -5.59
H -0.31 1.97 -7.06
H 1.78 2.92 -6.13
H 1.90 3.52 -3.73
H -0.04 3.17 -2.28
H -1.83 -0.48 -4.10
H -2.99 -2.51 -4.85
H -5.44 -2.72 -4.58
H -6.71 -0.89 -3.51
H -5.55 1.15 -2.75
H -2.48 -0.63 1.32
H -4.33 -2.22 1.60
H -4.10 -4.55 0.79
H -1.99 -5.26 -0.29
H -0.17 -3.65 -0.63
H 2.90 -0.45 0.03
H 4.68 -1.10 -1.54
H 4.14 -2.39 -3.58
H 1.80 -3.03 -4.05
H 0.02 -2.38 -2.50
```

Computed properties:
* E_LUMO: 0.189 eV
* net charge: 0
* energy relative to the best compared isomer or geometry (same formula, charge and spin): 0.0 kJ/mol
* Kohn-Sham gap: 7.0 eV
* HOMO level: -6.7929 eV

C33H29N4O3PSTa | ωB97M-V with the def2-TZVPD basis set

```
72
C33H29N4O3PSTa, DFT ωB97M-V with the def2-TZVPD basis set
Ta 0.72 0.86 0.91
N 5.15 -0.34 0.70
C 3.96 0.18 1.07
S 2.83 0.50 -0.22
N 3.71 0.41 2.31
N 2.43 0.88 2.53
C 2.26 1.18 3.78
C 1.06 1.65 4.41
C 0.98 1.75 5.80
C -0.18 2.20 6.39
C -1.27 2.56 5.60
C -1.21 2.48 4.22
C -0.04 2.03 3.64
O 0.12 1.94 2.31
H 5.41 -0.34 -0.27
H 5.87 -0.44 1.39
H 3.12 1.01 4.42
H 1.83 1.47 6.41
H -0.25 2.28 7.47
H -2.18 2.91 6.07
H -2.06 2.75 3.60
O -1.20 -0.14 1.47
C -0.54 -1.19 1.72
O 0.70 -1.04 1.97
C -1.04 -2.49 1.23
C -1.54 -3.57 1.95
C -1.90 -4.71 1.25
C -1.75 -4.77 -0.13
C -1.24 -3.70 -0.83
C -0.88 -2.54 -0.16
P -0.19 -1.07 -1.02
C -1.61 -0.39 -1.92
C -1.43 0.41 -3.05
C -2.53 0.99 -3.67
C -3.80 0.80 -3.16
C -3.99 0.02 -2.03
C -2.90 -0.58 -1.41
C 0.94 -1.85 -2.20
C 0.68 -1.96 -3.56
C 1.57 -2.65 -4.38
C 2.70 -3.24 -3.84
C 2.95 -3.15 -2.48
C 2.08 -2.45 -1.66
H -1.64 -3.51 3.02
H -2.30 -5.56 1.79
H -2.04 -5.67 -0.66
H -1.11 -3.76 -1.91
H -0.44 0.58 -3.45
H -2.38 1.61 -4.55
H -4.65 1.26 -3.65
H -4.98 -0.13 -1.62
H -3.05 -1.18 -0.53
H -0.21 -1.53 -4.00
H 1.37 -2.73 -5.44
H 3.39 -3.78 -4.48
H 3.82 -3.62 -2.05
H 2.27 -2.39 -0.60
C 1.82 2.04 -2.50
C 0.59 2.54 -1.82
C -0.26 3.42 -2.39
C -1.36 3.61 -1.51
C -1.16 2.84 -0.41
C -2.10 2.80 0.75
N 0.09 2.15 -0.54
H 1.81 2.44 -3.52
H 1.87 0.95 -2.59
H 2.75 2.37 -2.04
H -0.12 3.87 -3.36
H -2.22 4.24 -1.67
H -3.03 3.25 0.42
H -1.72 3.40 1.58
H -2.32 1.80 1.11
```

Computed properties:
* E_LUMO: -3.654 eV
* net charge: +1
* Kohn-Sham gap: 6.6 eV
* HOMO level: -10.2733 eV

C4H9NS | ωB97M-V with the def2-TZVPD basis set

```
15
C4H9NS, DFT ωB97M-V with the def2-TZVPD basis set
N 0.10 0.81 2.79
C -0.44 0.51 1.45
C 0.40 0.04 0.19
C -0.22 -0.74 -0.78
C 0.46 -0.86 -2.07
S -0.33 -0.31 -3.39
H 0.37 -0.08 3.42
H 0.79 1.61 2.93
H -1.06 -0.35 1.46
H -0.78 1.56 1.28
H 1.15 0.61 -0.29
H -1.27 -1.16 -0.55
H 0.78 -1.94 -2.14
H 1.41 -0.42 -1.77
H -1.35 0.72 -2.53
```

Computed properties:
* E_LUMO: 0.380 eV
* net charge: 0
* SMILES: NC/C=C/CS
* energy relative to the best compared isomer or geometry (same formula, charge and spin): 399.5 kJ/mol
* Kohn-Sham gap: 9.3 eV
* HOMO level: -8.9193 eV

C2H5N4O3S | ωB97M-V with the def2-TZVPD basis set

```
15
C2H5N4O3S, DFT ωB97M-V with the def2-TZVPD basis set
C 0.62 0.29 -0.31
C -0.06 -1.09 -0.52
N 0.68 1.25 -1.27
N 0.72 2.40 -0.85
N 0.19 1.10 1.00
N 0.30 2.48 0.50
O 2.82 -0.97 -1.15
O 3.00 0.89 0.54
O 2.07 -1.26 1.21
S 2.30 -0.30 0.10
H -0.39 -1.43 0.37
H 0.71 -1.71 -0.85
H -0.78 -0.99 -1.37
H -0.81 0.98 1.28
H 0.93 3.04 1.15
```

Computed properties:
* E_LUMO (spin up / spin down): 3.890 / 1.022 eV
* net charge: -1
* spin multiplicity: 3
* Kohn-Sham gap (spin up / spin down): 5.9 / 6.3 eV
* HOMO level (spin up / spin down): -2.0318 / -5.2476 eV